# 1
The following is a DFT calculation (ωB97M-V with the def2-TZVPD basis set) of a structure of composition C51H40BrCl4F3N2O4SSbW.

- Max |F|: 2.32 eV Å⁻¹
- Net charge: +1
- Energy relative to the best compared isomer or geometry (same formula, charge and spin): 120.19 kJ/mol
- LUMO level: -4.95 eV
- Kohn-Sham gap: 5.8 eV

Last column: Löwdin charge in e.
Cartesian coordinates (Å):
W  -1.24985  -0.77322  0.18503  1.3757
Sb  1.02957  -0.15361  -1.48954  1.5217
Br  -2.54982  -2.51618  -1.05549  0.5529
Cl  -7.15283  2.16504  -1.54932  0.7264
Cl  -2.09481  2.66928  -3.38957  0.7967
Cl  -6.15633  0.10003  0.60453  0.7798
Cl  -5.12031  3.45110  -3.53012  0.7161
S  0.45053  -2.61355  0.17135  0.6299
F  1.84834  4.91902  -5.02815  0.0863
F  6.82835  -1.76848  -3.17408  0.0845
F  -2.15224  -3.47878  -5.75908  0.0846
O  -3.28518  -2.65338  2.51848  0.1738
O  -1.46197  -1.55184  1.83085  -0.3405
O  -3.15168  -0.27676  0.45730  -0.3080
O  -1.58344  0.58031  -1.15226  -0.4009
N  1.19566  0.14593  1.99288  0.1176
N  -1.27017  1.34049  1.77523  0.1223
C  1.36353  1.48538  -4.05823  -0.1146
C  -1.67822  -1.41322  -4.75669  0.0173
C  2.82324  -1.62085  2.62350  -0.2268
C  1.66830  3.84079  -4.25833  -0.2759
C  1.56283  2.59865  -4.85821  0.0154
C  -1.07649  3.60966  0.05343  -0.0309
C  -0.73965  2.72130  3.73591  0.0138
C  -1.82878  -5.08898  2.50273  0.0083
C  3.22438  -1.72331  -3.08716  -0.0952
C  4.77561  -0.14432  1.27161  -0.0828
C  5.38919  -0.55792  -1.77873  0.0108
C  -4.59053  2.29067  -2.38289  -0.6906
C  -1.44464  -2.76936  -4.87097  -0.2747
C  1.61180  4.00042  -2.88845  0.0067
C  -0.94904  -0.69137  -3.82516  -0.1505
C  1.46154  0.95813  4.29839  0.0100
C  -5.49974  1.72229  -1.48602  -0.6854
C  -3.73318  0.49683  -0.45287  -0.3903
C  -5.07444  0.81554  -0.51252  -0.5993
C  -2.34793  3.30352  0.79416  -0.2167
C  -1.39733  -3.93534  1.85035  -0.1831
C  0.04939  -6.29539  1.63495  -0.0501
C  -3.58707  0.83905  3.45704  -0.0091
C  3.00018  -0.84429  -2.03235  -0.3046
C  -3.45370  4.13903  0.69346  -0.0260
C  0.75875  0.80962  2.97744  -0.2592
C  0.47701  -5.16598  0.96008  -0.1021
C  1.25855  1.62254  -2.67772  -0.3457
C  1.41304  2.87733  -2.09867  -0.1392
C  2.51383  -0.39383  2.03426  -0.2339
C  4.10673  -2.12923  2.43357  -0.0258
C  -2.41884  2.20967  1.65823  -0.2363
C  -1.10940  -6.26285  2.40285  -0.0453
C  -3.53214  1.98156  2.47576  -0.2213
C  -0.23745  -3.97311  1.06076  -0.5348
C  -2.84174  1.03138  -1.37399  -0.3367
C  4.51968  -2.03448  -3.47869  0.0139
C  -2.17882  -2.71138  2.09910  -0.5481
C  3.50665  0.39145  1.42626  -0.2490
C  5.06619  -1.42115  1.73246  -0.0460
C  4.09234  -0.25537  -1.39718  -0.1234
C  -0.49977  -3.41556  -4.09799  0.0003
C  -3.23799  1.93960  -2.33457  -0.5840
C  -0.00989  -1.31426  -3.00982  -0.4069
C  5.57966  -1.45815  -2.80817  -0.2700
C  -4.58024  3.91777  1.46926  -0.0511
C  0.20620  -2.68250  -3.15871  -0.2044
C  -0.51024  1.59041  2.77454  -0.2184
C  3.21164  1.83331  1.08580  -0.0215
C  1.85818  -2.35303  3.51727  -0.0303
C  -4.60667  2.85713  2.36051  -0.0389
H  -0.34282  -4.48054  -4.21668  0.1296
H  1.72087  2.00013  4.48888  0.0902
H  -2.73394  -5.03095  3.09393  0.1312
H  1.29586  0.50940  -4.51968  0.1050
H  0.80362  0.63667  5.10989  0.1074
H  3.93557  0.47153  -0.61149  0.0494
H  1.64137  2.51008  -5.93469  0.1301
H  4.70810  -2.71461  -4.30000  0.1277
H  1.72215  4.98726  -2.45636  0.1281
H  -3.41755  4.98280  0.01043  0.1229
H  -1.24448  4.36306  -0.71551  0.0879
H  2.37034  0.36696  4.32616  0.0866
H  6.24484  -0.10310  -1.29456  0.1248
H  -3.18966  -0.07548  3.03313  0.0507
H  1.39136  2.99942  -1.02297  0.0686
H  0.90776  -3.20334  -2.52433  0.0758
H  -0.67508  2.72019  -0.42247  0.0363
H  -1.52625  3.38448  3.39877  0.0934
H  -4.61932  0.64584  3.74462  0.0902
H  2.40587  -2.15656  -3.63765  0.0813
H  0.17776  3.29577  3.86224  0.0950
H  0.62290  -7.21073  1.55541  0.1160
H  -5.47988  2.69297  2.98239  0.1205
H  -0.31096  3.98879  0.73973  0.0942
H  -1.01417  2.33467  4.72051  0.1058
H  -1.11657  0.37070  -3.74820  0.0379
H  4.35256  -3.09428  2.86484  0.1216
H  -1.44465  -7.15152  2.92105  0.1152
H  -3.02805  1.06669  4.37104  0.0836
H  2.37113  1.94014  0.39478  0.0408
H  4.08791  2.31931  0.65826  0.0986
H  -5.43194  4.58369  1.39221  0.1152
H  1.37214  -5.18680  0.34994  0.1083
H  5.54921  0.45099  0.79768  0.1174
H  2.94698  2.38299  1.99265  0.0903
H  1.90944  -3.43063  3.35823  0.0847
H  6.04942  -1.84641  1.57779  0.1150
H  -2.41994  -0.93591  -5.38554  0.1306
H  2.11882  -2.16961  4.56387  0.0937
H  0.83094  -2.02720  3.37405  0.0619

Forces on atoms 1 to 6 (eV/Å):
0.6 -0.5 -0.2
0.5 -0.4 -2.2
0.4 0.3 0.1
0.0 0.0 0.0
0.1 0.0 0.1
0.0 0.0 0.1

# 2
The following is a DFT calculation (ωB97M-V with the def2-TZVPD basis set) of the molecule C2H4O3.

- Max |F|: 5.12 eV Å⁻¹
- Energy relative to the best compared isomer or geometry (same formula, charge and spin): 596.58 kJ/mol
- Structure (SMILES): OO[C@H]1CO1
- LUMO level: 0.79 eV
- Kohn-Sham gap: 9.9 eV

Last column: Löwdin charge in e.
Cartesian coordinates (Å):
O  0.84206  1.90029  0.77311  -0.0299
O  0.21569  -0.69830  0.69140  -0.0747
O  -0.04451  1.40201  -0.26983  -0.0734
C  0.01086  -1.15892  -0.57627  -0.0502
C  -0.64780  0.28568  0.09174  -0.2632
H  0.86111  -1.19477  -1.26259  0.1176
H  -1.78322  0.20950  0.10794  0.1708
H  -0.77187  -1.77083  -0.69189  0.0459
H  1.31768  1.02534  1.13639  0.1570

Forces on atoms 1 to 6 (eV/Å):
0.9 -2.3 1.3
-0.8 0.8 2.1
1.1 1.3 -0.2
0.9 4.6 -0.3
0.5 -4.6 -2.2
-0.3 0.4 0.2

# 3
The following is a DFT calculation (ωB97M-V with the def2-TZVPD basis set) of the molecule C17H21N3O3S.

- Max |F|: 1.13 eV Å⁻¹
- Energy relative to the best compared isomer or geometry (same formula, charge and spin): 288.26 kJ/mol
- Structure (SMILES): CCOc1ccc(S(=O)(=O)N2CCN(c3ccccn3)CC2)cc1
- LUMO level: 0.68 eV
- Kohn-Sham gap: 8.4 eV

Last column: Löwdin charge in e.
Cartesian coordinates (Å):
S  0.54507  0.83512  1.10568  0.6858
O  1.39465  -0.30434  1.31134  -0.2665
O  0.52922  1.84889  2.12115  -0.2813
O  -4.92688  -1.06515  -0.00111  -0.0421
N  3.40806  0.83187  -0.80754  -0.0704
N  3.41827  -1.46705  -0.88125  0.1132
N  0.85605  1.63119  -0.35123  -0.2232
C  -3.41806  0.80233  0.40577  0.0003
C  -2.12107  1.20660  0.66971  -0.0462
C  -1.11536  0.26996  0.78751  -0.2865
C  4.98406  -1.64201  1.38721  -0.0746
C  4.56222  -2.79546  0.73597  -0.0864
C  -2.67079  -1.49328  0.38128  0.0155
C  -3.70359  -0.55576  0.25800  -0.2599
C  4.61389  -0.41003  0.89700  -0.0178
C  1.86896  2.65824  -0.23362  -0.1794
C  3.25425  2.03103  -0.00300  -0.1352
C  1.06286  0.72992  -1.47412  -0.1642
C  -7.26394  -1.04688  -0.39713  -0.0634
C  3.79396  -2.63870  -0.40039  -0.1489
C  2.52248  0.77426  -1.94755  -0.1416
C  3.79133  -0.35936  -0.23954  -0.3174
C  -6.03626  -0.19186  -0.12596  -0.2574
C  -1.38296  -1.08069  0.64565  -0.0479
H  -4.19464  1.54525  0.31975  0.1058
H  3.44903  -3.49467  -0.96844  0.1031
H  1.59514  3.27574  0.62179  0.1140
H  0.82568  -0.28017  -1.13638  0.1055
H  0.37797  1.00736  -2.28404  0.1245
H  2.70333  1.65717  -2.56761  0.1221
H  1.84285  3.27013  -1.13901  0.1256
H  -5.87050  0.50946  -0.95487  0.1263
H  -2.91356  -2.53755  0.26705  0.1217
H  -0.57398  -1.78587  0.75438  0.1169
H  4.04300  2.75545  -0.25007  0.1266
H  -8.13997  -0.41335  -0.50082  0.0767
H  -1.87709  2.24901  0.79567  0.1197
H  -7.42040  -1.74162  0.42318  0.0786
H  2.75786  -0.12621  -2.51289  0.1140
H  4.95851  0.49144  1.37711  0.1032
H  4.82990  -3.77528  1.09821  0.0926
H  -7.12462  -1.61686  -1.31139  0.0783
H  5.60610  -1.70842  2.26892  0.1051
H  3.32810  1.76902  1.05420  0.1083
H  -6.16914  0.38111  0.80140  0.1267

Forces on atoms 1 to 6 (eV/Å):
-0.6 0.2 -0.3
-0.2 -0.1 -0.2
-0.1 0.2 0.0
0.1 -0.2 0.0
-0.3 0.1 0.0
-0.2 0.3 -0.1

> The lowest max |F| belongs to which entry?

C17H21N3O3S